Entry 1:
C39H99N6O5 | ωB97M-V with the def2-TZVPD basis set

Calculated values
HOMO-LUMO gap ... 8.52 eV
E_tot ... -2248.02842 hartree
Charge ... +5
Energy above the lowest of the compared OMol25 structures with the same formula, charge and spin ... 58.2 kcal per mole
Spin multiplicity ... 1
Highest occupied orbital energy ... -18.512 eV

Each line ends with the Mulliken charge.
Element x y z (Å)
C  0.15  0.00  0.80  0.04
O  1.05  1.08  1.14  0.09
H  -0.23  -0.01  -0.23  -0.31
H  0.23  -1.00  1.21  -0.06
H  -0.79  0.23  1.29  0.10
C  0.07  -4.68  -5.57  -1.33
C  0.34  -5.37  -4.18  -0.51
C  0.57  -4.36  -3.01  -0.32
N  1.03  -5.04  -1.67  0.49
C  2.54  -5.32  -1.72  -0.69
C  3.36  -5.54  -0.38  -0.98
C  3.08  -4.42  0.63  -0.05
C  1.63  -3.99  0.75  -0.42
C  0.79  -3.90  -0.52  -0.23
C  0.34  -6.31  -1.20  -0.93
H  -0.79  -4.01  -5.43  0.26
H  -0.20  -5.35  -6.38  0.40
H  0.97  -4.14  -5.85  0.36
H  1.25  -5.94  -4.37  0.31
H  -0.51  -6.04  -4.02  0.38
H  -0.41  -3.98  -2.74  0.26
H  1.17  -3.51  -3.33  0.27
H  3.02  -4.45  -2.16  0.38
H  2.58  -6.08  -2.49  0.49
H  4.41  -5.70  -0.60  0.52
H  2.98  -6.42  0.15  0.27
H  3.54  -3.53  0.21  -0.44
H  3.63  -4.54  1.56  0.55
H  1.55  -3.08  1.35  0.33
H  1.15  -4.73  1.40  0.27
H  1.11  -2.96  -0.99  0.09
H  -0.29  -3.81  -0.38  0.23
H  0.81  -6.64  -0.27  0.41
H  0.47  -7.05  -1.99  0.34
H  -0.71  -6.09  -1.04  0.35
C  -6.80  2.92  -3.16  -1.35
C  -5.31  2.93  -3.40  -0.06
C  -4.78  1.45  -3.64  -1.00
N  -3.29  1.38  -4.00  0.66
C  -2.45  2.00  -2.89  -1.28
C  -0.97  1.56  -2.91  0.04
C  -0.63  0.04  -3.10  -0.23
C  -1.42  -0.43  -4.30  -0.59
C  -2.95  -0.18  -4.17  -0.90
C  -2.95  2.09  -5.29  -0.78
H  -7.20  2.17  -3.85  0.35
H  -7.22  3.91  -3.30  0.39
H  -7.00  2.56  -2.15  0.34
H  -4.77  3.54  -2.68  0.27
H  -5.27  3.51  -4.33  0.32
H  -5.35  0.91  -4.40  0.57
H  -5.05  1.01  -2.68  0.33
H  -2.86  1.70  -1.92  0.39
H  -2.40  3.08  -2.91  0.50
H  -0.49  1.94  -2.00  -0.41
H  -0.59  2.10  -3.78  0.53
H  -0.92  -0.66  -2.32  -0.07
H  0.46  0.02  -3.19  0.43
H  -1.25  -1.51  -4.41  0.09
H  -1.01  0.04  -5.19  0.46
H  -3.30  -0.84  -3.37  0.40
H  -3.42  -0.48  -5.11  0.52
H  -2.18  2.83  -5.11  0.26
H  -3.87  2.41  -5.78  0.44
H  -2.49  1.34  -5.93  0.30
C  -3.05  -2.38  1.23  -0.73
N  -3.25  -2.54  2.74  0.25
C  -1.91  -2.38  3.39  -0.40
C  -4.26  -1.44  3.11  -0.84
C  -4.00  -3.87  2.86  -0.63
C  -3.35  -5.10  2.34  -0.55
O  -2.05  -5.21  2.86  -0.49
H  -3.96  -2.52  0.64  0.41
H  -2.28  -3.01  0.78  -0.07
H  -2.79  -1.33  1.13  0.50
H  -1.15  -3.13  3.17  0.11
H  -2.09  -2.22  4.45  0.41
H  -1.49  -1.42  3.06  0.06
H  -5.13  -1.21  2.50  0.35
H  -3.66  -0.54  2.95  0.30
H  -4.59  -1.54  4.14  0.40
H  -4.99  -3.55  2.53  0.49
H  -4.14  -4.03  3.93  0.45
H  -3.27  -5.18  1.26  0.29
H  -4.09  -5.88  2.55  0.44
H  -1.56  -6.03  2.71  0.31
C  1.74  7.13  1.18  -0.91
N  1.55  5.63  0.91  -0.01
C  2.46  5.22  -0.29  -0.70
C  2.11  4.89  2.10  -0.32
C  -0.02  5.58  0.72  -0.78
C  -0.52  4.18  0.23  0.10
O  -0.56  3.32  1.34  -0.39
H  1.26  7.73  0.40  0.40
H  2.81  7.29  1.24  0.41
H  1.26  7.26  2.15  0.43
H  2.21  5.90  -1.10  0.42
H  2.26  4.19  -0.59  0.09
H  3.52  5.32  -0.07  0.39
H  3.09  5.36  2.24  0.49
H  2.05  3.81  1.93  -0.29
H  1.37  5.14  2.86  0.36
H  -0.35  6.36  0.03  0.47
H  -0.42  5.89  1.68  0.41
H  0.13  3.73  -0.52  -0.16
H  -1.51  4.27  -0.21  0.34
H  0.02  2.56  1.26  -0.10
C  5.92  -0.86  -2.06  -0.95
N  4.87  0.11  -1.47  0.37
C  4.24  1.01  -2.52  -0.81
C  3.76  -0.82  -0.99  -1.95
C  5.55  0.97  -0.29  -0.71
C  4.54  1.28  0.85  -0.46
O  3.67  2.27  0.48  -0.38
H  6.91  -0.42  -2.03  0.46
H  5.73  -0.92  -3.13  0.35
H  5.91  -1.82  -1.55  0.35
H  3.49  1.62  -2.02  0.12
H  3.62  0.33  -3.10  0.46
H  5.04  1.60  -2.98  0.43
H  2.96  -0.13  -0.70  0.33
H  3.93  -1.36  -0.06  0.43
H  3.35  -1.54  -1.70  0.92
H  5.80  1.92  -0.75  0.41
H  6.47  0.49  0.06  0.53
H  5.26  1.67  1.57  0.47
H  3.99  0.50  1.36  0.22
H  2.75  2.05  0.62  0.08
C  -0.43  2.26  6.91  -0.89
N  -0.23  2.74  5.48  0.00
C  -1.14  1.74  4.63  -1.12
C  -0.87  4.19  5.26  -0.71
C  1.21  2.69  4.79  0.59
C  1.89  1.29  4.98  -0.79
O  1.63  0.50  3.89  -0.48
H  0.15  2.87  7.60  0.38
H  -0.20  1.19  6.96  0.39
H  -1.44  2.38  7.28  0.40
H  -1.40  1.90  3.58  0.23
H  -2.04  1.57  5.22  0.50
H  -0.65  0.77  4.56  0.53
H  -1.90  4.26  5.62  0.39
H  -0.90  4.46  4.20  0.12
H  -0.17  4.86  5.76  0.43
H  1.87  3.37  5.34  0.57
H  1.09  3.05  3.77  -0.64
H  1.61  0.63  5.80  0.33
H  2.96  1.35  5.15  0.31
H  1.63  1.05  3.10  0.21


Entry 2:
C3Br2N2 | ωB97M-V with the def2-TZVPD basis set

Calculated values
HOMO-LUMO gap (spin up / spin down) ... 8.59 / 6.19 eV
E_tot ... -5371.72465 hartree
Energy above the lowest of the compared OMol25 structures with the same formula, charge and spin ... 41.6 kcal per mole
Spin multiplicity ... 1
Highest occupied orbital energy (spin up / spin down) ... -11.666 / -10.220 eV

Each line ends with the Mulliken charge.
Element x y z (Å)
C  -1.00  0.02  -0.82  0.34
C  0.06  1.04  1.02  0.28
C  -0.12  -0.17  0.29  -0.15
N  -1.81  0.04  -1.61  -0.29
N  0.18  1.93  1.73  -0.29
Br  -0.12  -1.89  1.01  0.09
Br  2.80  -0.98  -1.63  0.01